Entry 1:
Formula: C12H36FO12Zn
Source: the OMol25 dataset
Level of theory: ωB97M-V/def2-TZVPD

The geometry in XYZ format:
```
62
Properties=species:S:1:pos:R:3:nbo_charge:R:1
H 3.0141 1.7542 -2.6704 0.1927
O 2.9073 3.1888 2.8990 -0.7108
H 1.0558 -4.4173 0.7006 0.1987
H -0.2393 -2.5304 -2.2349 0.5300
H -1.2481 -2.7680 3.2765 0.4494
C -2.8116 2.6154 -1.1126 -0.0896
O 0.7310 0.6849 -3.0810 -0.7326
O -0.1492 -0.4368 2.4470 -0.8067
H 2.6831 -3.8718 0.1994 0.2193
H 1.2748 -4.1547 -1.8722 0.2136
O -0.9464 -2.6528 4.1806 -0.6744
C 0.2404 -0.5469 3.7879 -0.0937
H 2.3592 2.9355 -0.4061 0.1635
H 1.9547 -2.5269 -1.6483 0.2188
H 2.9063 2.5839 3.6444 0.4629
Zn -0.2826 -1.5396 0.5245 1.7571
C 2.9866 0.6690 -2.7689 -0.0917
O -4.7914 -0.4344 -1.8364 -0.7451
H 0.6764 0.5191 -2.1370 0.4767
H -0.5450 0.4298 2.3285 0.5242
H 3.4931 1.8255 1.3899 0.1678
H 1.7217 1.9690 1.6914 0.1365
H -3.3822 2.6906 -0.1870 0.1604
O -0.7510 2.4610 0.3140 -0.7644
C 1.6263 -3.6086 0.2439 -0.1234
H -3.7565 -2.0656 -2.1519 0.1726
H -3.2953 3.2706 -1.8371 0.1853
H -5.2473 -2.3489 -1.2751 0.2060
H 3.8405 0.3401 -3.3612 0.1689
H 0.6722 3.6974 0.6430 0.4760
H 2.2545 0.0025 -1.0616 0.4802
H -4.0541 -0.8938 0.5912 0.1964
O -2.7978 1.3138 -1.6520 -0.7707
H -5.5168 -0.5376 -2.4567 0.5000
C 2.6799 2.4885 1.6852 -0.0917
H -2.2880 -0.1787 -0.7682 0.5413
H -3.5533 -2.4370 0.4616 0.1998
C 1.2782 -3.2730 -1.2314 -0.1095
O -2.1918 -0.9950 -0.2723 -0.8327
H 1.0912 -2.5458 3.5409 0.1513
O 3.1172 0.1533 -1.4548 -0.7530
H 2.3152 -2.5589 1.6921 0.5306
C 2.5472 3.4478 0.5375 -0.0776
C -3.5133 -1.5168 -0.1213 -0.1113
H 1.9761 0.1790 -4.5807 0.1907
F 0.5541 0.1097 -0.3116 -0.9047
C 0.3217 -2.0513 4.1337 -0.0921
H -0.5185 -0.0731 4.4105 0.1974
O 1.4316 4.2846 0.6555 -0.7272
C -1.4616 3.1687 -0.7274 -0.1027
H 0.6860 -2.0138 5.1604 0.2071
H 1.7622 -1.0579 -3.3275 0.1303
H 3.4943 3.9874 0.5325 0.1869
C -4.3909 -1.6792 -1.3542 -0.0973
O -0.0187 -2.6335 -1.3063 -0.8115
H -3.6805 0.9564 -1.7735 0.5118
C 1.8625 0.0121 -3.5095 -0.0810
O 1.5973 -2.4367 1.0666 -0.7940
H -0.3259 1.7311 -0.1422 0.5034
H -0.9565 3.1040 -1.6911 0.1861
H -1.5566 4.2109 -0.4225 0.2072
H 1.1575 0.0002 4.0064 0.1885
```

Results
Charge: +1


Entry 2:
Formula: C12H36InO16P4
Source: the OMol25 dataset
Level of theory: ωB97M-V/def2-TZVPD

The geometry in XYZ format:
```
69
Properties=species:S:1:pos:R:3:nbo_charge:R:1
O 3.6496 -4.6580 -4.5506 -0.6826
H 6.4898 -3.9211 -1.2481 0.2270
H 4.9098 5.0084 -2.6919 0.2179
H -5.0057 1.3504 5.7409 0.2187
H 4.4423 4.0358 -4.1317 0.2069
C 4.0896 4.6929 -3.3367 -0.2535
H 0.7356 5.8918 2.5898 0.2454
O -1.1392 4.8280 2.6183 -0.6925
H 2.0335 0.8535 -4.1441 0.1910
H -7.1934 -3.5532 2.2895 0.2152
H -0.7789 6.0800 -1.0649 0.2260
H 5.7962 -2.4245 -1.7652 0.2042
O 3.9243 1.6529 -3.9563 -0.7464
H 6.2473 2.9108 -0.2407 0.2258
C -4.7050 3.7800 1.8568 -0.2556
O -2.1391 5.3151 0.3418 -0.7354
H -5.6337 -2.8106 1.9875 0.1879
H -3.9284 0.7792 4.5809 0.1884
H 1.5659 -4.6250 -4.5634 0.1915
C -5.5252 -4.3658 5.5247 -0.2576
H 5.6264 1.2870 -0.0622 0.2206
H -3.7055 0.2363 6.2872 0.2113
O 5.1763 2.3143 -1.8645 -0.7084
H -6.5640 -4.6107 5.7461 0.2494
O -3.5868 4.5478 2.1780 -0.7360
C -4.4235 0.4614 5.4985 -0.2582
H 1.2964 -6.0911 -2.8529 0.1914
H -7.0876 -1.9527 1.6504 0.2156
O -3.9216 -1.8845 3.7788 -0.9787
H 4.5821 2.6610 0.1271 0.1945
H 2.6031 1.9095 -5.4352 0.2124
C -6.6330 -2.6227 2.3802 -0.2706
O 5.2420 -4.3884 -2.5637 -0.7510
H -4.5417 2.7348 2.1196 0.1852
H 0.6387 4.4530 1.5051 0.1896
C 2.4246 -4.8458 -5.1974 -0.2656
O 3.2868 3.7937 -2.5748 -0.7397
H -2.0999 4.9580 -1.6389 0.2265
P -5.2394 -1.9043 4.5297 2.5117
C 5.3992 2.2686 -0.4782 -0.2632
H 2.5092 -4.2158 -6.0828 0.2343
H -4.9228 -4.9624 6.2098 0.2343
H 3.5535 5.5975 -3.6236 0.2305
O -5.4876 -0.5328 5.3927 -0.7613
P 3.6792 -4.5795 -2.9227 2.5228
H -0.5853 4.3958 -0.9105 0.1972
P 3.6459 2.2085 -2.4519 2.5490
H -5.4103 4.1845 2.5827 0.2264
O 2.7755 1.3610 -1.6430 -1.0505
O -5.2675 -3.0433 5.7208 -0.6469
In -0.4910 -1.6939 0.6196 0.9970
O 2.6902 -3.5487 -2.3922 -0.9852
H 1.7616 -6.3271 -1.2049 0.2101
H 2.0376 -7.6268 -2.3236 0.2390
H 4.8962 -3.4361 -0.6462 0.1934
C 2.0682 -6.5414 -2.2287 -0.2635
C 5.5429 -3.4568 -1.5234 -0.2757
O -6.6614 -2.0766 3.7157 -0.7469
C -1.3506 5.1712 -0.8766 -0.2639
H 3.2524 0.2485 -5.3070 0.2200
O -1.8172 2.8196 1.0784 -1.0016
C 0.3013 4.9036 2.4385 -0.2670
P -2.1362 4.2348 1.4953 2.5376
C 2.9011 1.1166 -4.7492 -0.2527
H -5.3708 -4.6819 4.4930 0.1928
H 0.8568 4.3704 3.2100 0.2312
O 3.3619 -6.0641 -2.3322 -0.6923
H -4.9918 3.9135 0.8138 0.2035
H 2.3513 -5.8841 -5.5211 0.2297
```

Results
Energy above the lowest of the compared OMol25 structures with the same formula, charge and spin: 130.6 kcal per mole
Charge: +3


Entry 3:
Formula: C12H36O12
Source: the OMol25 dataset
Level of theory: ωB97M-V/def2-TZVPD

The geometry in XYZ format:
```
60
Properties=species:S:1:pos:R:3:nbo_charge:R:1
H -7.6988 0.9566 -22.0920 0.4654
H -10.7056 -2.3259 -22.6390 0.1794
H -13.7940 -1.1912 -18.7756 0.2089
O -8.5633 -4.1961 -23.0713 -0.7397
H -12.2508 -0.7273 -16.7107 0.1695
H -8.8499 -1.9124 -17.4890 0.4830
C -10.8272 -0.6462 -21.4279 -0.0896
C -13.3815 -3.9312 -22.3665 -0.0734
H -13.6450 -1.6760 -16.4946 0.1941
H -6.7902 -6.1213 -23.7912 0.1811
C -8.3986 -5.4522 -22.4635 -0.0784
O -9.9717 -2.9099 -20.8733 -0.7291
C -8.0785 3.0040 -23.7799 -0.0892
H -7.4015 -7.2761 -22.6978 0.1570
O -8.6915 -1.8340 -18.4365 -0.7458
H -7.1442 -0.5466 -18.2874 0.1751
H -9.7304 2.8673 -22.3815 0.1901
C -7.7335 -6.4873 -23.3837 -0.0837
H -9.1996 -3.6951 -22.5412 0.4886
H -12.2597 -0.1677 -20.2218 0.5156
H -11.7415 -4.8961 -24.9599 0.4785
H -13.5783 -3.0749 -23.0217 0.1585
H -8.0585 -0.4302 -19.7859 0.1873
H -11.0174 -0.0753 -22.3446 0.1677
C -10.0681 -1.8961 -21.8516 -0.1251
O -12.9556 0.6363 -18.7771 -0.7546
H -7.3822 3.5584 -23.1337 0.1644
H -12.6420 -2.6723 -21.0130 0.5051
H -12.2940 -5.7733 -22.7626 0.1431
H -11.3039 -4.4345 -22.8194 0.1573
H -14.8516 0.0965 -18.0233 0.1830
C -12.3141 -4.7343 -23.1274 -0.0856
O -13.7274 0.3045 -15.7733 -0.7109
O -8.2401 1.6691 -21.7333 -0.7252
H -10.1391 0.2493 -18.3282 0.1975
H -9.7200 -2.4433 -20.0572 0.5008
H -8.0605 0.9698 -16.5999 0.4646
H -12.9358 1.4707 -18.3009 0.4767
O -8.5869 -6.9321 -24.4227 -0.7131
C -8.1577 -0.5290 -18.7029 -0.0979
O -12.5742 -4.7109 -24.5149 -0.7251
C -8.9569 2.2423 -22.8246 -0.0790
H -7.4769 2.3251 -24.3984 0.1552
C -13.8437 -0.3002 -18.1530 -0.1030
O -8.9579 0.6452 -16.7425 -0.7183
H -7.7232 -5.4119 -21.5988 0.1555
O -13.0315 -3.5603 -21.0726 -0.7440
H -13.3287 1.1472 -16.0029 0.4568
H -10.1774 0.0130 -20.8385 0.1623
C -13.3467 -0.6559 -16.7423 -0.0989
H -8.9786 1.4647 -18.7134 0.1783
H -9.3769 -5.8480 -22.1735 0.1612
O -8.9042 3.8352 -24.5632 -0.7149
H -9.4603 1.4486 -23.3918 0.1596
H -8.3624 4.5102 -24.9811 0.4756
C -9.0955 0.5236 -18.1591 -0.1153
O -12.0074 -0.9662 -20.7230 -0.7629
H -9.1448 -7.6205 -24.0489 0.4650
H -9.1311 -1.6633 -22.3724 0.1737
H -14.2814 -4.5466 -22.3642 0.1670
```

Results
Energy above the lowest of the compared OMol25 structures with the same formula, charge and spin: 24.7 kcal per mole
Charge: 0
SMILES string: OCCO.OCCO.OCCO.OCCO.OCCO.OCCO


Entry 4:
Formula: C12H36O6
Source: the OMol25 dataset
Level of theory: ωB97M-V/def2-TZVPD

The geometry in XYZ format:
```
54
Properties=species:S:1:pos:R:3:nbo_charge:R:1
H 0.8856 1.3066 4.0627 0.1813
C -2.3948 2.4417 1.7323 0.0910
H 0.6207 -0.7485 0.0177 0.1685
C 1.4119 -0.0128 -0.1640 -0.2516
H -3.5273 0.6172 1.9410 0.2070
H -2.6397 2.3132 3.8784 0.1903
H 1.1774 -0.0905 3.0341 0.1880
O -2.0887 1.9648 -4.6587 -0.7293
C -3.4702 1.4930 1.2892 -0.6335
C 2.2575 -4.7664 -1.4788 0.0942
H -1.9004 3.8180 3.3159 0.2201
H 3.1074 -5.5574 -3.0759 0.4574
H -0.0205 1.3267 0.0277 0.5027
H -0.7546 -0.2828 -2.6016 0.2030
H -2.2814 3.2639 1.0192 0.1752
H 0.8316 -3.1279 -1.4678 0.2074
H -0.8657 -0.2359 -4.3323 0.2171
H 0.4868 -5.7002 -0.6717 0.2128
H -3.3318 1.1571 0.2602 0.2145
C 1.5699 -3.5684 -2.1377 -0.6302
H 2.3138 -2.7984 -2.3543 0.2188
H -1.4024 3.1488 -2.4783 0.2195
O 3.4089 -5.1503 -2.2565 -0.7228
H -1.1004 0.0712 4.7190 0.4756
H 4.3676 2.2399 2.7993 0.1808
H -3.0339 2.5951 -1.9868 0.2044
H 4.4661 1.1051 1.4144 0.1590
H 3.0856 1.0816 2.5050 0.1411
O 0.8633 1.2766 -0.3541 -0.7581
H -3.6447 3.5627 3.1686 0.2139
H -1.6099 1.8466 -1.3285 0.2111
H -4.4707 1.9441 1.2987 0.2105
H 1.2094 -0.3143 4.7690 0.1756
C -2.6697 3.0796 3.0931 -0.6282
C -2.0187 2.2804 -2.2426 -0.6431
C 3.8074 1.7492 2.0076 -0.2397
C 1.3253 -5.9390 -1.3320 -0.6344
O -0.6755 -0.0884 3.8718 -0.7393
H 0.9090 -6.2783 -2.2820 0.2004
C -0.8014 0.4055 -3.4513 -0.6201
H -2.9393 0.6737 -3.3370 0.1556
H 2.6836 -4.4831 -0.5184 0.1757
O -1.1255 1.7957 1.7536 -0.7625
H 0.1162 0.9902 -3.4534 0.2199
H 1.9161 -0.3247 -1.0796 0.1801
H 2.1046 -0.0377 0.6816 0.1575
H 1.8616 -6.7793 -0.8844 0.2190
H -2.5625 2.7918 -4.5281 0.4634
H 1.1490 -3.8791 -3.0946 0.2012
H 2.6187 2.3592 0.5547 0.4890
C 0.7133 0.2330 3.9651 -0.2622
H -1.0992 1.2112 2.5273 0.4907
O 3.1856 2.7460 1.2337 -0.7333
C -2.0252 1.2740 -3.3904 0.0948
```

Results
Energy above the lowest of the compared OMol25 structures with the same formula, charge and spin: 39.9 kcal per mole
Charge: 0
SMILES string: CC(C)O.CC(C)O.CC(C)O.CO.CO.CO


Entry 5:
Formula: C12H36O6S6
Source: the OMol25 dataset
Level of theory: ωB97M-V/def2-TZVPD

The geometry in XYZ format:
```
60
Properties=species:S:1:pos:R:3:nbo_charge:R:1
H -14.6403 -15.6893 13.4319 0.2364
H -15.4754 -14.6327 7.5537 0.2449
C -13.4773 -19.1696 3.1334 -0.8408
H -11.5175 -19.6822 11.6872 0.2529
H -7.9767 -22.1420 10.4655 0.2426
H -13.6624 -18.1559 3.5835 0.2432
H -16.9167 -18.1297 8.3640 0.2437
H -10.2494 -20.1900 12.7524 0.2574
C -13.9673 -14.3326 5.1382 -0.8184
H -13.9200 -19.1440 2.1848 0.2278
S -18.4297 -17.2088 6.7966 1.2478
H -13.6063 -20.5764 7.7220 0.2582
H -18.3719 -18.8227 8.3351 0.2296
H -16.4093 -20.5799 4.8798 0.2512
S -14.3246 -20.5747 3.8559 1.2022
H -12.6417 -16.5261 15.8670 0.2396
C -8.8971 -21.9829 11.0098 -0.8522
O -18.9563 -16.2366 7.8387 -0.9843
C -15.8977 -19.8593 4.2466 -0.8386
H -15.4835 -20.2782 10.2437 0.2276
H -12.3945 -19.3117 2.9549 0.2567
S -9.4612 -20.3969 10.6298 1.2705
C -14.5164 -20.0137 10.5960 -0.8236
C -13.9726 -16.5204 13.2147 -0.8686
H -13.6038 -13.3196 5.3211 0.2384
C -10.7033 -20.3949 11.8316 -0.8481
S -13.3130 -15.3637 6.4003 1.2247
H -14.4517 -19.7676 11.6004 0.2527
H -17.1948 -19.2532 7.1038 0.2124
C -16.9866 -16.5420 6.1243 -0.8537
C -14.0207 -19.5538 7.9035 -0.8503
H -13.8728 -20.8966 10.4632 0.2296
H -9.6381 -22.6636 10.5254 0.2177
H -16.5490 -19.6224 3.4502 0.2397
H -14.3693 -16.2814 16.0103 0.2434
O -13.7942 -21.2005 5.1573 -0.9666
H -16.2298 -16.4519 6.8062 0.2456
H -12.9290 -16.2271 13.2820 0.2355
H -14.9761 -14.5339 5.0553 0.2291
O -8.4477 -19.5030 11.3319 -1.0006
H -13.5908 -18.9624 7.1002 0.2815
O -13.8181 -16.8064 6.0617 -1.0073
H -17.2425 -15.5760 5.8217 0.2315
H -15.0473 -19.4940 7.6086 0.2177
C -17.6266 -18.4856 7.7436 -0.8128
H -13.9895 -15.2715 8.6339 0.2817
O -12.8689 -18.7062 13.6740 -0.9962
C -14.2912 -14.6866 7.7402 -0.8604
H -11.2177 -21.3243 11.8381 0.2137
S -13.9898 -17.8902 14.2572 1.2608
H -13.9122 -13.6694 7.9818 0.2357
H -16.5861 -17.1844 5.3712 0.2339
C -13.6206 -17.0941 15.7943 -0.8623
O -14.5515 -17.5247 9.5891 -1.0138
H -13.5388 -14.7281 4.2392 0.2368
S -13.7401 -18.8209 9.5529 1.2238
H -14.1633 -16.9163 12.1867 0.2732
H -15.6323 -19.0238 4.8647 0.2279
H -8.8157 -22.3314 12.0415 0.2407
H -13.7590 -17.8329 16.5436 0.2388
```

Results
Energy above the lowest of the compared OMol25 structures with the same formula, charge and spin: 56.8 kcal per mole
Charge: 0


Entry 6:
Formula: C12H37BrClFO12S
Source: the OMol25 dataset
Level of theory: ωB97M-V/def2-TZVPD

The geometry in XYZ format:
```
65
Properties=species:S:1:pos:R:3:nbo_charge:R:1
H 0.4441 2.9214 0.0404 0.4674
H -7.1967 6.2885 -0.7370 0.1832
O 0.0131 3.6757 0.4517 -0.7276
S 2.3894 -0.3764 -2.3750 0.0256
O 2.9375 1.7534 8.4445 -0.7279
C 2.8597 -0.0755 5.6418 -0.2493
H 1.6152 -4.4669 -5.4399 0.1641
H 0.0358 0.5687 -6.1532 0.4632
H -2.3204 6.3317 3.8079 0.4629
H 2.5537 -7.1934 -1.7944 0.1637
C 2.0727 2.7763 7.9506 -0.2506
C 0.4681 -1.1337 -5.3045 -0.2560
H 2.0742 -1.8007 5.1730 0.4678
H 1.9958 -3.6380 -6.9606 0.1872
H -1.4642 2.4656 1.2868 0.1566
H -1.2654 -5.0774 0.1525 0.1676
H -4.3158 4.9896 2.3214 0.1807
H -6.4049 4.8049 -0.1794 0.1606
O 0.0136 -4.0551 -6.7046 -0.7254
H 2.8946 0.9114 5.1878 0.1822
H -0.0275 2.7306 2.3124 0.1650
H 1.4776 -5.1722 -2.2674 0.4883
C -3.6269 5.8195 2.4551 -0.2490
H 1.3986 3.1241 8.7369 0.1657
H -0.5259 -4.7375 -6.2968 0.4650
O 0.3416 0.6860 -1.0121 -0.5170
C -1.5982 -5.0108 -0.8865 -0.2461
H 3.4559 2.1373 9.1561 0.4653
H -6.3324 5.2669 -1.8980 0.1633
C -0.5571 -0.3310 -1.0409 0.9770
H -0.1913 -1.7391 -5.9245 0.1889
H 1.4863 2.3519 7.1401 0.1845
C 1.6072 0.0621 -0.8157 0.4063
H -0.1333 -3.8792 -1.5037 0.4756
H -0.0196 -0.9098 -4.3528 0.1628
O -5.1767 6.4385 -0.6124 -0.7224
O -0.2064 -1.1946 -0.0300 -0.5139
H -1.1902 4.0435 2.0506 0.1885
H 2.4570 0.8538 -2.8955 0.1513
H -2.9291 5.8448 1.6132 0.1599
H 4.0585 -6.3304 -2.1595 0.1822
H -4.4036 5.8803 -0.7326 0.4638
C 2.9977 -6.3913 -2.3897 -0.2431
H 2.3820 -0.0009 6.6190 0.1806
C -6.3302 5.6468 -0.8731 -0.2472
Cl 1.8046 -2.7185 -0.7496 0.0664
H 1.6148 -5.3674 -6.9763 0.1633
C 1.3788 -4.4090 -6.5066 -0.2523
H 2.8831 -6.6251 -3.4514 0.1603
H 2.6502 3.6211 7.5670 0.1642
H 1.3801 -1.6922 -5.1095 0.1731
O 0.8394 0.0742 -5.9756 -0.7339
O -1.4423 -0.4754 -1.8030 -0.4977
O 2.4221 -5.1323 -2.0697 -0.7509
H -4.1934 6.7519 2.4833 0.1728
H 3.8801 -0.4449 5.7646 0.1663
O -2.9312 5.6015 3.6809 -0.7273
F 2.3705 0.9331 -0.0923 -0.3206
H -2.3783 -4.2505 -0.9679 0.1721
H -2.0121 -5.9708 -1.1842 0.1828
O -0.5103 -4.7284 -1.7589 -0.7543
O 2.1105 -0.9281 4.7728 -0.7383
C 1.1860 -1.2508 -0.0065 0.0697
C -0.7013 3.1912 1.5852 -0.2508
Br 1.7635 -1.2118 1.8481 0.1436
```

Results
Energy above the lowest of the compared OMol25 structures with the same formula, charge and spin: 0.0 kcal per mole
Charge: 0
SMILES string: O=C1O[C@](F)(S)[C@@](Cl)(Br)O1.CO.CO.CO.CO.CO.CO.CO.CO.CO


| no. | HOMO-LUMO gap (Ha) | DFT total energy (Eh) |
| --- | --- | --- |
| 1 | 0.26127 | -3260.579842 |
| 2 | 0.04769 | -3237.221808 |
| 3 | 0.34913 | -1381.559423 |
| 4 | 0.38168 | -930.179413 |
| 5 | 0.33189 | -3319.079790 |
| 6 | 0.38354 | -4914.376572 |